Density functional theory data (the ωB97M-V functional and the def2-TZVPD basis) for a 7-piece molecular cluster, C40H59BFO24S overall.

Properties
Gap between HOMO and LUMO, eV: 7.8
Calculated total energy, eV: -105811.8259
Total charge: -1
Spin multiplicity: 1

Last column: Löwdin charge in e.
Positions of all 126 atoms, in Å:
C: 4.81595 -2.66890 4.79636  -0.073
C: 3.69335 -3.02092 3.83986  -0.272
O: 2.62690 -2.10339 4.06075  -0.178
C: 2.05517 -1.60876 2.86208  -0.180
C: 0.79688 -0.81897 3.24276  -0.196
O: 0.76724 0.44337 2.65655  0.011
B: -0.55463 0.82731 2.15532  -0.873
C: -1.64748 0.95827 3.38313  -0.227
C: -2.52855 -0.27167 3.62762  -0.051
F: -1.01525 1.23422 4.63057  -0.074
O: -0.54455 2.16424 1.46941  -0.067
C: -1.05121 2.03040 0.18577  -0.534
S: -2.89287 2.26859 0.36537  0.827
C: -0.56616 0.57141 -0.11312  -0.486
C: 0.97662 0.74488 -0.29303  0.056
O: -0.99333 -0.11475 -1.31186  0.076
C: -1.66373 0.58845 -2.24881  -0.410
O: -1.18135 1.51679 -2.87682  0.102
C: -3.05632 0.06336 -2.51636  -0.149
C: -4.16257 0.83719 -2.46032  -0.067
C: -5.39159 0.27906 -2.67013  -0.071
C: -5.46716 -1.04763 -2.91410  -0.110
C: -4.37717 -1.85511 -3.00376  -0.085
C: -3.15243 -1.28059 -2.80147  -0.016
O: -0.94220 -0.06425 1.01605  0.094
H: 5.75479 -3.12621 4.48055  0.071
H: 4.97464 -1.59473 4.80236  0.080
H: 4.60358 -3.01494 5.80509  0.062
H: 4.02139 -2.90886 2.80670  0.109
H: 3.34920 -4.04127 4.02480  0.116
H: 2.73820 -0.98183 2.28069  0.126
H: 1.76474 -2.46311 2.23812  0.124
H: -0.07067 -1.44064 3.01182  0.120
H: 0.85418 -0.68421 4.33041  0.120
H: -2.32148 1.79597 3.22876  0.100
H: -1.97264 -0.94902 4.27644  0.065
H: -2.80954 -0.78328 2.71101  0.076
H: -3.42478 0.00934 4.18359  0.066
H: -0.75178 2.83115 -0.48111  0.102
H: -2.95725 3.31020 1.20902  -0.129
H: 1.26492 1.78240 -0.16827  0.081
H: 1.25943 0.43716 -1.29678  0.085
H: 1.50063 0.09534 0.39777  0.079
H: -4.05734 1.88744 -2.24036  0.090
H: -6.27065 0.89591 -2.59029  0.108
H: -6.44288 -1.49236 -3.04942  0.103
H: -4.42559 -2.91041 -3.21135  0.104
H: -2.25411 -1.87712 -2.84609  0.124
C: -3.20586 -5.41058 1.00664  -0.019
C: -4.66512 -5.29587 0.63462  -0.333
C: -5.06480 -6.10238 -0.57963  -0.101
O: -6.14392 -5.33076 -1.12029  0.059
C: -5.95196 -4.04036 -0.73224  -0.553
O: -6.54019 -3.10710 -1.16373  0.163
O: -4.98626 -3.96305 0.21435  0.094
H: -2.57979 -4.91553 0.26395  0.095
H: -3.01544 -4.91943 1.96042  0.087
H: -2.90565 -6.45571 1.09205  0.088
H: -5.29586 -5.54057 1.49409  0.156
H: -5.40247 -7.10536 -0.32734  0.135
H: -4.27091 -6.16798 -1.32793  0.139
C: 1.25449 -0.61569 8.30538  -0.014
C: 2.03307 -1.86504 7.97195  -0.323
C: 1.19897 -2.97817 7.39266  -0.089
O: 1.90733 -4.15121 7.82391  0.059
C: 2.57133 -3.82884 8.95976  -0.572
O: 3.09607 -4.61470 9.68109  0.151
O: 2.55887 -2.48915 9.16311  0.081
H: 0.59276 -0.79002 9.15508  0.090
H: 1.93061 0.19127 8.58737  0.086
H: 0.66402 -0.28467 7.45040  0.092
H: 2.87330 -1.62174 7.31725  0.151
H: 1.14970 -2.93403 6.30610  0.130
H: 0.18455 -3.01420 7.79801  0.140
C: -6.91395 -3.70886 -7.66816  -0.024
C: -5.63250 -2.94738 -7.42798  -0.325
C: -4.51236 -3.29627 -8.38127  -0.093
O: -3.35046 -3.06218 -7.58053  0.061
C: -3.70707 -3.22140 -6.28467  -0.562
O: -2.93679 -3.27774 -5.38157  0.160
O: -5.05293 -3.29587 -6.15812  0.084
H: -6.79210 -4.76020 -7.40550  0.092
H: -7.71458 -3.31490 -7.04238  0.086
H: -7.22332 -3.63224 -8.71085  0.089
H: -5.82573 -1.87152 -7.42538  0.161
H: -4.49731 -2.66573 -9.26713  0.140
H: -4.52208 -4.34550 -8.68720  0.139
C: -1.89259 1.46569 -5.83921  -0.010
C: -1.54503 0.37366 -6.80976  -0.317
C: -0.10899 -0.08088 -6.75715  -0.081
O: 0.12671 -0.51216 -8.10783  0.062
C: -0.72178 0.17359 -8.90812  -0.576
O: -0.65766 0.19756 -10.09725  0.145
O: -1.65124 0.82844 -8.17962  0.084
H: -1.41465 2.40495 -6.12460  0.098
H: -2.96952 1.64354 -5.83869  0.091
H: -1.59510 1.20705 -4.82016  0.056
H: -2.21966 -0.46138 -6.68190  0.141
H: 0.04571 -0.90301 -6.06219  0.141
H: 0.58744 0.72725 -6.51995  0.141
C: 1.42727 4.48372 1.78686  -0.013
C: 2.72670 5.17038 2.13227  -0.320
C: 3.82539 4.95156 1.12067  -0.092
O: 5.00998 5.03546 1.92878  0.020
C: 4.65983 4.67870 3.19535  -0.564
O: 5.43966 4.45778 4.06368  0.159
O: 3.31854 4.61655 3.32430  0.101
H: 1.51454 3.40141 1.87635  0.087
H: 0.64177 4.78901 2.47662  0.094
H: 1.10880 4.73254 0.77323  0.096
H: 2.55927 6.23771 2.30779  0.154
H: 3.83978 5.71447 0.34462  0.135
H: 3.78729 3.96494 0.65362  0.141
C: 7.99784 6.21817 1.94138  -0.018
C: 8.62220 7.04605 0.84534  -0.326
C: 7.95971 6.88832 -0.50223  -0.097
O: 9.04393 7.12871 -1.40893  0.060
C: 10.19366 6.80435 -0.76436  -0.566
O: 11.25373 6.70283 -1.28789  0.161
O: 9.96554 6.61326 0.55824  0.085
H: 8.18988 5.15689 1.78558  0.101
H: 8.42923 6.47852 2.90807  0.090
H: 6.92458 6.37961 1.99182  0.071
H: 8.66490 8.09784 1.14238  0.156
H: 7.16081 7.60811 -0.66580  0.137
H: 7.57526 5.87993 -0.67283  0.141

Cartesian forces, eV/Å:
C 0.29 -0.22 -0.18
C -0.05 0.69 0.30
O 0.24 -0.20 0.10
C -0.81 -0.22 -0.08
C 0.65 0.13 0.56
O -0.22 0.33 -0.60
B -0.13 0.59 0.44
C -0.61 -1.12 -0.28
C 0.19 0.29 0.49
F 0.18 0.08 0.06
O 0.95 0.46 -0.33
C -0.65 0.48 1.26
S -0.92 -0.66 -0.79
C 1.43 1.68 -0.49
C -0.13 -0.61 -0.45
O -1.29 -0.02 0.37
C -0.25 0.84 -0.67
O -0.25 -0.68 1.17
C 2.22 -0.61 0.15
C -0.10 1.79 0.03
C -0.27 1.01 0.28
C -2.24 -1.24 -0.60
C 0.93 -0.43 -0.06
C 0.65 -0.61 0.10
O -0.40 -1.35 0.01
H 0.01 -0.15 0.02
H -0.07 0.15 0.04
H -0.07 0.07 0.13
H 0.15 -0.23 -0.10
H -0.06 -0.11 -0.22
H 0.17 0.10 0.22
H 0.11 -0.01 -0.15
H -0.19 0.16 -0.07
H -0.17 -0.19 0.10
H 0.12 0.28 -0.19
H 0.05 -0.24 -0.11
H 0.02 0.05 -0.14
H -0.15 -0.06 -0.05
H 0.53 -0.16 -0.15
H 0.65 -0.06 -0.07
H 0.20 0.00 0.27
H -0.10 0.06 -0.17
H 0.07 0.19 0.26
H -0.02 0.14 0.05
H -0.23 0.01 -0.05
H -0.10 -0.05 0.02
H -0.27 -0.10 -0.10
H 0.10 -0.11 0.02
C 0.08 0.34 0.15
C 0.53 -0.15 0.09
C -0.16 -0.16 -0.04
O 0.13 0.05 0.02
C 0.16 0.13 0.17
O -0.33 -0.11 -0.01
O -0.24 -0.16 -0.10
H -0.05 -0.09 -0.11
H 0.00 -0.03 0.01
H -0.06 -0.02 -0.01
H -0.09 0.00 -0.06
H -0.16 0.05 -0.07
H 0.07 0.07 0.07
C 0.18 0.14 0.31
C -0.33 0.45 0.03
C -0.04 -0.10 -0.41
O -0.03 0.10 0.13
C 0.05 0.13 0.01
O 0.04 -0.10 0.05
O 0.03 -0.23 -0.17
H -0.08 -0.12 -0.09
H -0.01 0.02 -0.06
H 0.05 -0.04 -0.05
H 0.00 -0.12 -0.03
H 0.12 -0.14 0.00
H 0.04 0.10 0.10
C -0.16 -0.03 0.38
C -0.41 -0.25 -0.18
C 0.09 0.16 -0.15
O -0.05 -0.04 -0.09
C 0.13 0.08 0.33
O 0.03 -0.10 -0.08
O 0.14 0.06 -0.19
H 0.12 -0.01 -0.12
H -0.01 0.02 -0.04
H 0.05 0.04 -0.02
H 0.11 0.02 0.01
H 0.16 0.06 0.06
H -0.09 -0.02 0.07
C -0.32 0.23 -0.15
C 0.11 0.60 0.33
C 0.12 -0.23 0.06
O 0.01 0.12 0.03
C -0.08 0.02 -0.09
O 0.02 -0.05 -0.04
O 0.09 -0.25 -0.01
H 0.16 -0.09 0.05
H 0.01 -0.03 0.05
H -0.05 0.06 -0.30
H -0.17 -0.41 -0.07
H 0.03 -0.09 -0.15
H -0.10 0.06 -0.01
C 0.01 -0.08 0.46
C -0.56 -0.23 -0.33
C 0.13 0.15 -0.11
O -0.17 -0.10 -0.06
C -0.21 -0.06 0.15
O 0.17 0.05 0.03
O 0.30 0.18 -0.14
H 0.03 -0.01 -0.11
H -0.05 -0.03 -0.05
H 0.06 0.04 -0.01
H 0.16 0.02 0.02
H 0.15 0.04 0.06
H -0.11 -0.03 0.09
C 0.46 0.02 0.27
C -0.33 -0.33 0.38
C -0.08 0.16 -0.15
O -0.01 -0.09 0.08
C 0.04 -0.01 0.13
O 0.09 0.02 -0.09
O -0.06 0.17 -0.26
H -0.13 0.00 -0.15
H -0.04 0.02 0.00
H -0.01 0.02 -0.04
H 0.04 0.03 -0.12
H 0.10 0.06 -0.13
H 0.04 -0.03 0.11

***

Density functional theory data (the ωB97M-V functional and the def2-TZVPD basis) for C3H2O3Sr as an isolated structure.

Properties
Relative energy (zero: lowest compared OMol25 entry of this formula, charge and spin), eV: 3.4140
Gap between HOMO and LUMO (alpha / beta), eV: 5.1 / 9.4
Calculated total energy, eV: -10111.7462
Total charge: +1
Spin multiplicity: 2
⟨S²⟩: 0.75

Last column: Mulliken spin population.
Positions of all 9 atoms, in Å:
C: -0.49040 -0.03901 0.57611  0.002
C: 0.18574 0.40352 -0.59336  0.003
O: -0.01485 -0.47046 -1.77988  -0.001
C: 1.19518 -0.70375 -1.55122  -0.002
O: 2.16944 -1.29805 -1.76309  0.000
O: -0.76791 0.74360 1.50409  -0.052
H: -0.71648 -1.11702 0.65269  0.002
H: 0.31262 1.45697 -0.84404  0.000
Sr: -1.87334 1.02419 3.79870  1.047

Cartesian forces, eV/Å:
C 0.14 0.40 0.41
C 1.36 -0.14 -0.36
O -0.73 -0.26 -1.13
C -0.23 0.08 1.27
O -0.38 0.68 0.22
O -0.04 -0.61 0.10
H -0.12 0.21 -0.09
H -0.23 -0.37 0.04
Sr 0.24 0.00 -0.45

***

Density functional theory data (the ωB97M-V functional and the def2-TZVPD basis) for C25H48Cl3N4O4SiTb as an isolated structure.

Properties
Relative energy (zero: lowest compared OMol25 entry of this formula, charge and spin), eV: 0.0000
Gap between HOMO and LUMO (alpha / beta), eV: 7.0 / 7.0
Calculated total energy, eV: -108739.1926
Total charge: 0
Spin multiplicity: 7
⟨S²⟩: 12.68

Last column: Mulliken spin population.
Positions of all 86 atoms, in Å:
C: 2.53210 -2.50629 -2.21480  -0.001
C: 1.99848 -1.56774 -3.26810  -0.001
H: 1.96392 -3.45452 -2.23213  0.000
H: 2.52348 -2.11176 -1.19257  0.002
H: 3.56380 -2.81920 -2.47530  0.000
C: 2.08569 -1.94665 -4.55890  0.000
C: 2.22418 -3.32380 -5.08716  0.000
H: 2.07813 -1.19944 -5.34142  0.000
H: 1.62832 -4.05675 -4.53064  0.000
H: 3.26637 -3.64614 -5.03631  0.000
H: 1.94469 -3.36884 -6.14536  0.000
Tb: 1.02892 0.23503 0.91936  5.889
Cl: 2.98204 -1.28358 1.26685  -0.004
Cl: 2.36376 2.33745 -0.17099  -0.005
C: -0.03870 3.08944 1.24708  -0.009
O: -0.39801 1.90791 1.51308  0.023
N: -0.81858 4.04384 0.81767  0.000
C: -2.25168 3.72035 0.63756  0.000
C: -0.24786 5.35968 0.44360  0.000
H: 1.02634 3.38995 1.34573  -0.004
H: -2.62895 3.21557 1.54153  0.000
H: -2.43210 3.08498 -0.24371  0.000
H: -2.77315 4.67814 0.50301  0.000
H: 0.49627 5.67838 1.19854  0.000
H: -1.06685 6.09727 0.41815  0.000
H: 0.26043 5.33837 -0.54852  0.000
H: -0.47238 -5.07655 3.34461  0.000
H: -0.90932 -3.90331 -0.21639  0.000
C: -1.38923 -4.63046 2.97522  0.000
C: -1.68286 -3.94104 0.54390  0.000
N: -1.12812 -3.70296 1.87806  0.000
H: -1.88009 -4.12159 3.79806  0.000
C: -0.46461 -2.59226 2.15914  -0.007
O: -0.35295 -1.59487 1.35693  -0.003
H: -2.48431 -3.24338 0.28146  0.000
H: 0.06206 -2.56313 3.12742  0.001
H: -2.04295 -5.41441 2.62289  0.000
H: -2.07407 -4.94743 0.54627  0.000
O: 0.71202 -0.03946 -1.70840  0.073
C: 1.57027 -0.14239 -2.85969  -0.005
C: 0.23012 0.21100 -5.09485  0.000
C: 1.13022 0.65891 -4.10987  0.000
H: -0.11774 -0.83805 -5.06434  0.000
C: -0.14985 1.05506 -6.12890  0.000
H: 2.50748 0.32402 -2.55116  -0.001
C: 1.73518 1.89696 -4.27433  0.000
H: -0.83136 0.65246 -6.88878  0.000
C: 0.44005 2.29704 -6.28238  0.000
C: 1.38976 2.71935 -5.36044  0.000
H: 2.48089 2.18019 -3.52195  0.000
H: 0.20481 2.89251 -7.16794  0.000
H: 1.99718 3.60402 -5.51613  0.000
Si: -1.15959 0.00196 -2.47201  0.003
Cl: -1.06214 -2.07374 -3.00732  0.000
C: -2.57360 0.07304 -3.76658  0.000
C: -1.06330 1.97598 -2.55478  0.000
C: -1.99318 -0.04950 -0.75699  -0.009
H: -2.81158 1.05717 -4.19215  0.000
H: -3.44114 -0.26483 -3.18240  0.000
H: -2.50569 -0.61867 -4.62318  0.000
H: -1.59356 -0.90958 -0.18145  0.006
H: -3.08206 -0.19761 -0.89580  -0.001
H: -1.89508 0.85317 -0.11617  0.003
H: -0.58886 2.38375 -3.45748  0.000
H: -0.43386 2.34490 -1.74767  -0.001
H: -2.03092 2.47489 -2.42415  0.000
C: -1.67662 1.01466 4.08896  0.000
N: -0.76779 0.38599 5.03168  0.000
C: -1.32938 0.08523 6.35233  0.000
C: 0.48761 0.05241 4.61381  0.010
O: 0.82972 0.21914 3.38007  0.041
N: 1.39914 -0.48778 5.49491  0.000
C: 1.49081 -0.19255 6.94324  0.000
C: 2.65791 -0.91376 4.89501  0.000
H: -2.57515 1.34182 4.63458  0.000
H: -1.97013 0.28311 3.30842  -0.001
H: -1.19803 1.88348 3.61728  0.000
H: -1.14781 -0.96365 6.64172  0.000
H: -0.94648 0.77438 7.12593  0.000
H: -2.41693 0.23287 6.31071  0.000
H: 2.56089 -0.23364 7.21394  0.000
H: 1.13129 0.82451 7.18281  0.000
H: 0.98011 -0.94194 7.58277  0.000
H: 2.47284 -1.69618 4.13788  0.000
H: 3.16487 -0.04508 4.43081  -0.001
H: 3.29646 -1.30587 5.69657  0.000

Cartesian forces, eV/Å:
C -0.36 -0.77 0.02
C 0.18 -0.12 -0.59
H 0.00 0.31 0.20
H -0.06 -0.04 -0.38
H -0.38 0.36 0.20
C -0.14 0.85 0.44
C 0.63 -0.60 0.08
H -0.49 0.06 0.13
H 0.05 0.14 -0.05
H 0.15 -0.27 0.00
H -0.07 0.03 0.22
Tb -0.01 0.02 -1.63
Cl 0.47 -0.28 0.32
Cl 0.18 -0.56 0.14
C 1.32 0.19 0.38
O -0.12 1.13 -0.33
N -0.92 0.02 -0.22
C -0.02 0.58 -0.13
C 0.09 0.02 -0.12
H -0.76 -0.17 0.19
H 0.18 0.19 -0.40
H 0.24 0.22 0.32
H 0.02 -0.40 0.06
H -0.44 -0.24 -0.36
H 0.40 -0.35 0.03
H -0.50 -0.19 0.66
H 0.18 -0.12 -0.01
H 0.14 0.32 -0.03
C 0.09 0.00 0.00
C -0.16 -0.02 -0.04
N 0.22 0.75 0.18
H -0.12 0.06 0.10
C 0.55 1.89 -1.81
O -0.29 -2.58 1.73
H 0.23 0.00 0.13
H -0.37 0.02 -0.10
H -0.09 -0.15 -0.06
H -0.20 -0.21 -0.04
O -1.70 -0.77 -1.18
C 1.48 -0.24 -0.38
C 0.02 -0.44 0.51
C 0.02 -0.19 0.45
H -0.01 0.96 0.03
C -0.08 -0.81 -0.36
H 0.09 0.27 0.15
C -0.26 0.32 -0.28
H 0.19 0.35 0.32
C 0.09 0.37 -0.17
C 0.83 -0.50 0.43
H -0.29 0.20 -0.43
H 0.06 -0.05 0.37
H -0.37 0.20 -0.05
Si -0.58 2.75 1.18
Cl 0.67 -1.31 0.62
C -0.71 -0.26 -0.82
C 1.11 0.12 0.13
C -0.20 -0.67 0.48
H 0.15 -0.05 0.30
H -0.13 0.03 -0.17
H 0.04 0.19 0.40
H -0.57 0.45 -0.36
H 0.43 -0.08 0.11
H 0.14 -0.38 -0.56
H -0.44 -0.10 0.07
H 0.31 0.12 0.36
H -0.22 -0.43 -0.17
C -0.17 0.08 -0.56
N 0.33 -0.11 0.48
C 0.07 -0.09 0.24
C 0.56 0.29 -1.44
O -0.85 -0.48 2.39
N -0.46 0.26 0.24
C 0.07 0.13 0.11
C 0.36 -0.01 -0.43
H 0.41 -0.12 -0.28
H 0.10 0.56 0.21
H -0.28 -0.44 0.07
H 0.04 0.46 -0.05
H -0.22 -0.46 -0.26
H 0.41 -0.15 -0.09
H -0.58 0.15 -0.15
H 0.16 -0.55 -0.13
H 0.14 0.47 -0.45
H 0.31 0.52 0.26
H -0.13 -0.60 0.02
H -0.22 -0.04 -0.37